Here is a single C3H4Cl2S molecule in a non-equilibrium geometry from the Open Molecules 2025 dataset. Energies are from ωB97M-V with the def2-TZVPD basis set.

Element x y z (Å)
C1 -0.39 -0.41 -1.43
C2 -0.07 0.07 -0.24
C3 0.94 -0.31 0.70
S1 -1.10 1.61 0.56
Cl1 1.95 1.10 1.20
Cl2 -2.70 0.73 1.59
H1 -1.13 0.04 -2.01
H2 0.11 -1.18 -2.09
H3 0.63 -0.82 1.59
H4 1.76 -0.84 0.14

Values from the calculation:
HOMO, eV: -9.17
Charge: 0
Lowest unoccupied orbital energy, eV: -0.35

***

Here is a single C3H4Cl2S molecule in a non-equilibrium geometry from the Open Molecules 2025 dataset. Energies are from ωB97M-V with the def2-TZVPD basis set.

Element x y z (Å)
C1 0.92 0.04 -1.54
C2 -0.35 0.00 0.55
C3 -0.96 -0.11 1.71
H1 1.92 -0.36 -2.28
H2 0.01 0.12 -2.23
H3 1.19 1.09 -0.88
H4 -0.30 0.85 -0.03
S1 0.24 -1.28 -0.48
Cl1 -1.04 -1.58 2.66
Cl2 -1.62 1.22 2.52

Values from the calculation:
HOMO, eV: -8.43
Charge: 0
Lowest unoccupied orbital energy, eV: 0.59

***

Here is a molecular structure, C3H4Cl2S in a non-equilibrium geometry from the Open Molecules 2025 dataset. Energies are from ωB97M-V with the def2-TZVPD basis set.

Element x y z (Å)
C1 0.43 -0.43 0.42
C2 0.50 0.90 1.12
C3 -0.76 -0.58 -1.25
S1 1.08 -1.84 0.78
Cl1 -0.15 -2.03 -2.01
Cl2 -0.63 0.97 -2.02
H1 -0.36 1.03 1.77
H2 0.37 1.82 0.49
H3 1.44 0.85 1.79
H4 -1.92 -0.67 -1.09

Values from the calculation:
HOMO (alpha / beta), eV: -6.61 / -10.00
Charge: 0
2S+1: 3
Lowest unoccupied orbital energy (alpha / beta), eV: 0.76 / -2.66

***

Here is 2 unconnected molecules or ions with the total composition C3H4Cl3N in a non-equilibrium geometry from the Open Molecules 2025 dataset. Energies are from ωB97M-V with the def2-TZVPD basis set.

Element x y z (Å)
C1 2.21 0.78 -1.23
C2 -1.48 0.10 0.16
C3 -0.33 -0.37 0.94
N1 1.18 0.75 -1.75
Cl1 3.63 0.04 -0.73
Cl2 -1.25 0.62 -1.66
Cl3 0.33 -2.07 0.63
H1 -2.26 -0.68 -0.08
H2 -1.76 0.97 0.76
H3 0.47 0.30 1.11
H4 -0.73 -0.45 1.85

Values from the calculation:
HOMO, eV: -9.54
Charge: 0
Lowest unoccupied orbital energy, eV: -0.07

***

Here is a single C3H4Cl3NO3 molecule in a non-equilibrium geometry from the Open Molecules 2025 dataset. Energies are from ωB97M-V with the def2-TZVPD basis set.

Element x y z (Å)
C1 0.77 0.67 -0.45
C2 -0.11 -0.51 -0.27
C3 -4.03 0.04 -0.01
N1 -2.69 -0.69 -0.20
O1 -1.45 0.07 -0.08
O2 -2.76 -1.67 0.76
O3 0.02 -1.65 -0.39
Cl1 -5.19 -0.94 -0.98
Cl2 -4.00 1.60 -0.79
Cl3 -4.40 0.36 1.64
H1 0.14 1.40 -1.07
H2 0.76 1.18 0.51
H3 1.87 0.48 -0.79
H4 -2.53 -2.51 0.39

Values from the calculation:
HOMO, eV: -9.75
Charge: 0
Lowest unoccupied orbital energy, eV: 0.59

***

Here is a single C3H4ClFO molecule in a non-equilibrium geometry from the Open Molecules 2025 dataset. Energies are from ωB97M-V with the def2-TZVPD basis set.

Element x y z (Å)
C1 0.71 0.26 -0.05
C2 -0.41 -0.07 -1.05
C3 -0.37 -0.15 1.04
H1 -1.04 0.77 -1.36
H2 -0.18 -0.80 -1.82
H3 -0.09 -0.82 1.84
H4 -0.84 0.77 1.43
O1 -1.09 -0.86 -0.01
F1 1.11 1.61 0.01
Cl1 2.20 -0.72 -0.03

Values from the calculation:
HOMO, eV: -10.52
Charge: 0
Lowest unoccupied orbital energy, eV: 0.90

***

Here is 2 unconnected molecules or ions with the total composition C3H4ClFO in a non-equilibrium geometry from the Open Molecules 2025 dataset. Energies are from ωB97M-V with the def2-TZVPD basis set.

Element x y z (Å)
C1 1.15 0.06 -0.16
C2 0.71 0.73 1.18
C3 -0.24 0.35 0.06
H1 3.35 -0.83 -0.94
H2 1.51 0.91 -0.66
H3 0.70 1.96 1.25
H4 0.88 0.14 2.19
O1 1.73 -1.14 -0.33
F1 -0.54 1.50 -0.76
Cl1 -1.48 -0.79 0.07

Values from the calculation:
HOMO, eV: -9.82
Charge: 0
Lowest unoccupied orbital energy, eV: -2.39

***

Here is a molecular structure, C3H4ClIN2S in a non-equilibrium geometry from the Open Molecules 2025 dataset. Energies are from ωB97M-V with the def2-TZVPD basis set.

Element x y z (Å)
C1 1.47 0.13 -0.58
C2 0.03 -3.23 -1.89
C3 0.56 1.02 0.16
N1 -0.73 -2.56 -1.19
N2 1.27 -0.99 -1.10
S1 1.98 -2.00 -2.02
Cl1 0.09 -4.56 -2.85
I1 3.39 1.12 -1.09
H1 0.99 1.50 1.07
H2 -0.40 0.50 0.49
H3 0.35 1.71 -0.56
H4 -1.64 -2.59 -0.93

Values from the calculation:
HOMO, eV: -8.49
Charge: 0
Lowest unoccupied orbital energy, eV: -0.23

***

Here is a single C3H4ClN3 molecule in a non-equilibrium geometry from the Open Molecules 2025 dataset. Energies are from ωB97M-V with the def2-TZVPD basis set.

Element x y z (Å)
C1 -0.60 -0.74 1.71
C2 0.02 1.28 -1.01
C3 0.41 0.14 -0.47
H1 -1.52 -0.46 2.19
H2 -0.41 -1.87 1.79
H3 0.14 -0.40 2.52
H4 0.47 1.78 -1.99
N1 -0.59 -0.02 0.44
N2 -1.66 0.84 0.30
N3 -1.26 1.60 -0.70
Cl1 1.58 -1.18 -0.36

Values from the calculation:
HOMO, eV: -10.14
Charge: 0
Lowest unoccupied orbital energy, eV: 0.50

***

Here is a molecular structure, C3H4ClNO in a non-equilibrium geometry from the Open Molecules 2025 dataset. Energies are from ωB97M-V with the def2-TZVPD basis set.

Element x y z (Å)
C1 1.33 0.80 0.12
C2 -0.15 0.64 0.13
C3 -0.87 -0.47 0.31
H1 3.68 -1.28 0.37
H2 2.16 1.74 0.03
H3 -0.63 1.70 0.03
H4 -0.56 -1.62 0.40
N1 1.89 -0.35 -0.08
O1 3.23 -0.27 -0.19
Cl1 -2.68 -0.10 -0.12

Values from the calculation:
HOMO, eV: -9.11
Charge: 0
Lowest unoccupied orbital energy, eV: 0.00

***

Here is 2 unconnected molecules or ions with the total composition C3H4ClNO in a non-equilibrium geometry from the Open Molecules 2025 dataset. Energies are from ωB97M-V with the def2-TZVPD basis set.

Element x y z (Å)
C1 -1.70 1.77 0.37
C2 1.06 -0.20 -0.50
C3 1.19 -1.47 -0.14
N1 -1.53 0.57 0.41
O1 -1.65 2.92 0.52
Cl1 2.17 -1.95 1.28
H1 1.68 0.69 -0.01
H2 0.45 0.01 -1.31
H3 0.59 -2.27 -0.62
H4 -2.26 -0.06 0.01

Values from the calculation:
HOMO, eV: -9.64
Charge: 0
Lowest unoccupied orbital energy, eV: 0.51

***

Here is a single C3H4ClNO molecule in a non-equilibrium geometry from the Open Molecules 2025 dataset. Energies are from ωB97M-V with the def2-TZVPD basis set.

Element x y z (Å)
C1 -0.18 -0.93 0.24
C2 0.07 -0.74 -1.05
C3 0.09 0.37 0.97
N1 0.23 1.37 -0.10
O1 0.46 0.67 -1.31
Cl1 0.08 -1.72 -2.41
H1 -0.46 -1.84 0.71
H2 -0.69 0.66 1.67
H3 1.05 0.30 1.51
H4 -0.65 1.87 -0.23

Values from the calculation:
HOMO, eV: -8.77
Charge: 0
Lowest unoccupied orbital energy, eV: 0.89

***

Here is 2 unconnected molecules or ions with the total composition C3H4ClNO2S in a non-equilibrium geometry from the Open Molecules 2025 dataset. Energies are from ωB97M-V with the def2-TZVPD basis set.

Element x y z (Å)
C1 -1.27 1.37 -0.90
C2 0.27 0.63 0.64
C3 1.27 -1.61 1.06
N1 0.24 -0.71 0.56
O1 0.75 1.41 1.36
O2 -1.79 2.27 -3.31
S1 -0.81 1.64 -2.41
Cl1 -0.95 -1.41 -0.51
H1 -2.11 1.75 -0.26
H2 1.91 -2.05 0.40
H3 1.79 -1.02 1.72
H4 0.71 -2.26 1.66

Values from the calculation:
HOMO (alpha / beta), eV: -9.16 / -9.16
Charge: 0
Lowest unoccupied orbital energy (alpha / beta), eV: -0.43 / -0.43

***

Here is a single C3H4ClNS molecule in a non-equilibrium geometry from the Open Molecules 2025 dataset. Energies are from ωB97M-V with the def2-TZVPD basis set.

Element x y z (Å)
C1 -0.69 -0.70 0.09
C2 0.79 -0.48 -0.11
C3 1.27 0.70 -0.51
H1 -0.89 1.17 0.95
H2 -2.34 0.37 0.71
H3 0.52 1.40 -0.90
H4 2.31 0.98 -0.69
N1 -1.38 0.43 0.47
S1 -1.47 -2.08 -0.26
Cl1 1.89 -1.81 0.24

Values from the calculation:
HOMO, eV: -8.73
Charge: 0
Lowest unoccupied orbital energy, eV: -0.30

***

Here is a single C3H4ClNS molecule in a non-equilibrium geometry from the Open Molecules 2025 dataset. Energies are from ωB97M-V with the def2-TZVPD basis set.

Element x y z (Å)
C1 -0.79 0.32 -0.03
C2 0.67 0.37 -0.30
C3 1.22 1.34 -0.83
H1 -0.14 1.70 1.57
H2 -1.96 1.63 1.21
H3 0.80 2.12 -1.69
H4 2.37 1.36 -0.84
N1 -1.03 1.55 0.80
S1 -1.93 -0.90 -0.28
Cl1 1.79 -0.91 0.33

Values from the calculation:
HOMO, eV: -8.97
Charge: 0
Lowest unoccupied orbital energy, eV: -0.76

***

Here is a single C3H4ClNS molecule in a non-equilibrium geometry from the Open Molecules 2025 dataset. Energies are from ωB97M-V with the def2-TZVPD basis set.

Element x y z (Å)
C1 -0.50 0.45 0.07
C2 1.05 0.53 -0.14
C3 1.89 -0.41 -0.17
H1 -3.64 -1.31 0.16
H2 -0.81 1.46 0.26
H3 1.03 1.64 -0.29
H4 1.66 -1.59 0.26
N1 -1.23 -0.61 -0.16
S1 -2.96 -0.03 -0.01
Cl1 3.51 -0.12 0.02

Values from the calculation:
HOMO, eV: -8.98
Charge: 0
Lowest unoccupied orbital energy, eV: 0.03

***

Here is a single C3H4ClNS molecule in a non-equilibrium geometry from the Open Molecules 2025 dataset. Energies are from ωB97M-V with the def2-TZVPD basis set.

Element x y z (Å)
C1 -0.11 0.68 -0.17
C2 -0.04 -0.74 -0.01
C3 1.30 -1.31 -0.03
H1 -1.26 2.40 0.47
H2 -2.13 1.00 0.21
H3 0.86 1.23 -0.06
H4 1.28 -2.42 0.17
N1 -1.23 1.45 -0.25
S1 2.73 -0.50 -0.16
Cl1 -1.40 -1.79 -0.16

Values from the calculation:
HOMO, eV: -8.37
Charge: 0
Lowest unoccupied orbital energy, eV: -0.67

***

Here is a single C3H4ClNS molecule in a non-equilibrium geometry from the Open Molecules 2025 dataset. Energies are from ωB97M-V with the def2-TZVPD basis set.

Element x y z (Å)
C1 -0.68 0.64 -0.12
C2 1.60 -0.30 -0.11
C3 -1.72 -0.20 0.35
N1 0.61 0.69 -0.34
S1 3.27 0.35 -0.03
Cl1 -3.27 0.20 -0.09
H1 -1.14 1.56 -0.39
H2 1.32 -0.85 0.73
H3 1.58 -0.98 -0.91
H4 -1.56 -1.12 0.93

Values from the calculation:
HOMO (alpha / beta), eV: -9.53 / -8.69
Charge: 0
Lowest unoccupied orbital energy (alpha / beta), eV: -1.36 / -1.97

***

Here is 2 unconnected molecules or ions with the total composition C3H4ClNS in a non-equilibrium geometry from the Open Molecules 2025 dataset. Energies are from ωB97M-V with the def2-TZVPD basis set.

Element x y z (Å)
C1 2.72 -0.23 -1.25
C2 1.44 -0.57 -1.07
C3 -0.70 -2.09 -1.44
N1 0.80 0.56 -0.61
S1 2.31 1.47 -0.66
Cl1 -1.44 -1.65 -0.01
H1 3.69 -0.59 -1.13
H2 -0.46 -3.14 -1.41
H3 -0.75 -1.30 -2.16
H4 0.01 0.83 -1.23

Values from the calculation:
HOMO, eV: -8.13
Charge: 0
Lowest unoccupied orbital energy, eV: -1.14

***

Here is 2 unconnected molecules or ions with the total composition C3H4ClO5S in a non-equilibrium geometry from the Open Molecules 2025 dataset. Energies are from ωB97M-V with the def2-TZVPD basis set.

Element x y z (Å)
C1 1.11 -0.20 -0.60
C2 1.13 0.47 0.50
C3 -2.46 -1.11 0.35
O1 -3.45 0.69 2.54
O2 -2.21 0.45 0.59
O3 -2.53 2.75 1.30
O4 -3.46 -1.53 -0.11
O5 -1.42 -1.60 0.71
S1 -3.28 1.54 1.12
Cl1 2.49 1.43 0.97
H1 2.01 -0.24 -1.18
H2 0.35 -0.99 -0.70
H3 0.33 0.64 1.19
H4 -3.13 -0.25 2.45

Values from the calculation:
HOMO, eV: -5.69
Charge: -1
Lowest unoccupied orbital energy, eV: 3.23

***

Taking the records one at a time from the top gives ΔE to the lowest compared entry with this formula, charge and spin values of 24.6, 43.2, 24.5, 48.1, 22.4, 22.3, 139.9, 34.3, 59.0, 116.8, 25.9, 60.3, 96.3, 4.1, 54.2, 69.7, 34.5, 79.3, 139.8, 0.0 kcal per mole.